[1]
{
  "formula": "C46H102F2O18",
  "method": "ωB97M-V with the def2-TZVPD basis set",
  "symbols": ["O", "C", "O", "C", "C", "F", "O", "H", "H", "H", "O", "C", "O", "C", "C", "F", "O", "H", "H", "H", "C", "C", "O", "C", "C", "O", "H", "H", "H", "H", "H", "H", "H", "H", "C", "C", "O", "C", "C", "O", "H", "H", "H", "H", "H", "H", "H", "H", "C", "C", "O", "C", "C", "H", "H", "H", "H", "H", "H", "H", "H", "H", "H", "C", "C", "O", "C", "C", "H", "H", "H", "H", "H", "H", "H", "H", "H", "H", "C", "C", "O", "C", "C", "H", "H", "H", "H", "H", "H", "H", "H", "H", "H", "C", "C", "O", "C", "C", "H", "H", "H", "H", "H", "H", "H", "H", "H", "H", "C", "C", "O", "C", "C", "H", "H", "H", "H", "H", "H", "H", "H", "H", "H", "C", "C", "O", "C", "C", "H", "H", "H", "H", "H", "H", "H", "H", "H", "H", "C", "C", "O", "C", "C", "H", "H", "H", "H", "H", "H", "H", "H", "H", "H", "C", "C", "O", "C", "C", "H", "H", "H", "H", "H", "H", "H", "H", "H", "H"],
  "positions_angstrom": [[-2.074, -2.766, 1.211], [-2.971, -2.843, 1.992], [-3.076, -2.276, 3.207], [-4.377, -2.668, 3.699], [-5.160, -3.047, 2.438], [-5.677, -2.004, 1.748], [-4.078, -3.567, 1.703], [-4.169, -3.496, 4.380], [-4.866, -1.936, 4.342], [-5.909, -3.825, 2.557], [2.527, 4.923, 3.527], [1.795, 4.691, 2.621], [0.884, 5.515, 2.104], [0.301, 4.951, 0.933], [0.962, 3.582, 0.833], [1.620, 3.404, -0.335], [1.823, 3.523, 1.952], [-0.770, 4.864, 1.099], [0.496, 5.557, 0.051], [0.206, 2.802, 0.924], [6.763, -1.219, 6.621], [5.619, -2.143, 6.230], [5.311, -1.895, 4.852], [4.067, -2.154, 4.465], [3.702, -1.609, 3.095], [3.245, -2.808, 5.064], [7.665, -1.467, 6.057], [6.905, -1.233, 7.701], [6.621, -0.166, 6.370], [5.862, -3.192, 6.384], [4.765, -1.886, 6.858], [3.827, -0.523, 3.139], [2.711, -1.884, 2.768], [4.547, -1.950, 2.488], [-3.189, 4.536, 3.101], [-3.748, 4.982, 1.775], [-4.526, 3.925, 1.222], [-5.217, 4.146, 0.103], [-6.029, 2.953, -0.323], [-5.212, 5.185, -0.504], [-2.590, 3.628, 3.024], [-4.012, 4.203, 3.743], [-2.763, 5.392, 3.621], [-4.356, 5.892, 1.800], [-2.957, 5.338, 1.103], [-5.679, 2.505, -1.249], [-7.055, 3.270, -0.510], [-6.042, 2.282, 0.535], [6.947, 3.177, -3.444], [6.374, 2.274, -2.334], [6.158, 3.059, -1.186], [5.932, 2.304, -0.014], [4.400, 2.102, 0.167], [6.399, 3.059, -4.380], [6.778, 4.224, -3.178], [8.011, 3.098, -3.661], [5.498, 1.828, -2.811], [7.093, 1.464, -2.187], [6.430, 1.331, 0.015], [6.321, 2.908, 0.806], [3.918, 2.068, -0.813], [3.984, 3.072, 0.446], [4.187, 1.315, 0.883], [1.417, -0.102, -0.165], [-0.034, -0.422, 0.263], [-0.798, 0.409, -0.607], [-2.120, -0.057, -0.910], [-2.713, 1.045, -1.780], [1.530, -0.552, -1.144], [1.652, 0.959, -0.141], [2.084, -0.589, 0.555], [-0.208, -1.458, -0.051], [-0.261, -0.282, 1.323], [-1.910, -0.923, -1.554], [-2.838, -0.320, -0.130], [-2.222, 1.104, -2.750], [-2.624, 1.995, -1.251], [-3.772, 0.864, -1.983], [0.532, 0.438, 4.931], [-0.875, 0.417, 4.374], [-1.731, 0.802, 5.442], [-3.088, 0.571, 5.164], [-3.958, 1.612, 5.883], [0.848, 1.437, 5.229], [0.544, -0.248, 5.776], [1.271, 0.127, 4.190], [-1.044, 1.062, 3.497], [-1.209, -0.565, 4.014], [-3.311, 0.623, 4.088], [-3.383, -0.463, 5.387], [-4.916, 1.679, 5.366], [-3.482, 2.588, 5.910], [-4.152, 1.292, 6.908], [4.686, -1.094, -2.688], [4.874, -2.613, -2.529], [4.841, -2.911, -1.143], [5.371, -4.209, -0.917], [5.307, -4.573, 0.549], [5.605, -0.548, -2.485], [4.343, -0.925, -3.709], [3.946, -0.703, -1.989], [4.140, -3.197, -3.093], [5.835, -2.879, -2.982], [4.833, -4.948, -1.523], [6.413, -4.238, -1.257], [5.786, -3.757, 1.098], [5.724, -5.513, 0.901], [4.264, -4.546, 0.878], [1.337, -5.651, -5.701], [1.467, -4.578, -4.634], [0.472, -3.601, -4.995], [-0.003, -2.813, -3.918], [0.830, -1.595, -3.549], [2.303, -6.158, -5.830], [0.563, -6.410, -5.623], [1.263, -5.161, -6.674], [1.343, -4.934, -3.612], [2.462, -4.151, -4.794], [-0.910, -2.373, -4.355], [-0.465, -3.366, -3.095], [1.686, -1.857, -2.910], [0.229, -0.917, -2.945], [1.350, -1.269, -4.450], [1.238, -5.058, -0.219], [0.292, -6.248, -0.332], [-0.650, -6.018, -1.390], [-1.584, -4.973, -1.168], [-2.520, -5.029, -2.370], [1.764, -4.836, -1.151], [0.784, -4.133, 0.131], [2.068, -5.300, 0.454], [0.781, -7.163, -0.659], [-0.253, -6.450, 0.597], [-2.145, -5.264, -0.270], [-1.114, -3.992, -1.070], [-2.960, -6.015, -2.514], [-2.135, -4.689, -3.331], [-3.378, -4.390, -2.118], [-5.991, -1.058, -1.213], [-6.397, -0.439, -2.530], [-5.355, -0.319, -3.493], [-4.946, -1.580, -4.023], [-4.346, -1.307, -5.387], [-5.522, -2.039, -1.309], [-5.189, -0.532, -0.678], [-6.807, -1.011, -0.492], [-7.208, -1.054, -2.939], [-6.813, 0.565, -2.444], [-4.234, -2.093, -3.365], [-5.809, -2.255, -4.073], [-4.255, -2.256, -5.923], [-3.345, -0.882, -5.312], [-4.944, -0.626, -5.990], [-1.134, 4.576, -2.682], [-2.050, 5.737, -2.380], [-1.449, 6.372, -1.244], [-1.649, 7.777, -1.167], [-1.322, 8.183, 0.268], [-0.137, 4.894, -2.999], [-0.841, 3.943, -1.836], [-1.546, 3.846, -3.382], [-2.091, 6.467, -3.192], [-3.063, 5.390, -2.154], [-0.836, 8.256, -1.736], [-2.589, 8.096, -1.612], [-1.295, 9.236, 0.533], [-0.347, 7.824, 0.617], [-1.961, 7.515, 0.861]],
  "smiles": "O=C1OC[C@@H](F)O1.O=C1OC[C@@H](F)O1.CCOC(C)=O.CCOC(C)=O.CCOCC.CCOCC.CCOCC.CCOCC.CCOCC.CCOCC.CCOCC.CCOCC",
  "e_homo_ev": -9.4,
  "mol_weight_g_mol": 981.3,
  "energy_ha": -3367.7634
}

[2]
{
  "formula": "C44H43FNO15",
  "method": "ωB97M-V with the def2-TZVPD basis set",
  "symbols": ["C", "C", "N", "C", "C", "C", "C", "O", "C", "C", "O", "O", "C", "C", "C", "O", "C", "C", "C", "C", "C", "O", "C", "O", "C", "C", "C", "O", "F", "H", "H", "H", "H", "H", "H", "H", "H", "H", "H", "H", "H", "H", "H", "H", "H", "H", "H", "H", "H", "H", "H", "H", "H", "H", "H", "H", "C", "C", "C", "O", "C", "C", "C", "O", "H", "H", "H", "H", "C", "C", "C", "O", "C", "C", "C", "O", "H", "H", "H", "H", "C", "C", "C", "O", "C", "C", "C", "O", "H", "H", "H", "H", "C", "C", "C", "O", "C", "C", "C", "O", "H", "H", "H", "H"],
  "positions_angstrom": [[6.678, 4.097, -2.386], [6.226, 2.983, -3.501], [5.180, 1.988, -3.015], [3.977, 2.556, -2.293], [2.695, 1.665, -1.722], [1.465, 2.477, -1.008], [1.053, 1.952, 0.488], [-0.313, 1.372, 0.380], [2.759, 0.045, -1.965], [1.558, -0.958, -1.475], [1.317, -1.186, -0.154], [0.681, -1.743, -2.398], [-0.573, -1.031, -2.675], [-1.707, -1.417, -1.350], [-2.711, -2.789, -1.661], [-3.214, -1.218, -1.675], [4.094, -0.564, -2.767], [4.159, -2.173, -3.069], [5.165, -3.028, -2.099], [5.014, -2.724, -0.495], [6.404, -3.144, 0.335], [6.905, -2.060, 1.198], [7.653, -1.045, 0.436], [8.710, -1.273, -0.357], [5.302, 0.473, -3.279], [6.552, -0.215, -4.091], [6.052, -0.327, -5.682], [5.491, 0.691, -6.339], [6.242, -1.644, -6.392], [6.373, 5.163, -2.790], [6.198, 3.968, -1.327], [7.856, 4.142, -2.231], [7.197, 2.495, -3.934], [5.714, 3.556, -4.414], [3.924, 3.737, -2.128], [0.545, 2.570, -1.760], [1.847, 3.600, -0.869], [0.955, 2.896, 1.209], [1.835, 1.202, 0.968], [-0.868, 1.968, -0.213], [-1.122, -1.378, -3.649], [-0.494, 0.136, -2.699], [-1.291, -1.252, -0.177], [-1.912, -3.061, -2.510], [-3.581, -2.882, -2.410], [3.099, -2.713, -3.011], [4.511, -2.312, -4.199], [4.894, -4.178, -2.270], [6.307, -2.935, -2.361], [4.123, -3.404, -0.095], [4.787, -1.601, -0.258], [7.278, -3.456, -0.404], [6.168, -4.131, 0.962], [7.324, 0.081, 0.566], [6.773, -1.340, -3.773], [7.578, 0.349, -3.986], [-3.062, 3.417, 0.263], [-4.310, 3.607, 0.702], [-5.121, 4.748, 0.233], [-6.263, 4.925, 0.635], [-4.500, 5.669, -0.740], [-3.252, 5.478, -1.179], [-2.441, 4.337, -0.710], [-1.300, 4.161, -1.113], [-2.453, 2.585, 0.597], [-4.780, 2.940, 1.415], [-5.109, 6.500, -1.074], [-2.783, 6.145, -1.892], [-0.900, 8.092, 0.289], [0.290, 8.461, 0.773], [1.115, 9.475, 0.088], [2.205, 9.812, 0.530], [0.574, 10.066, -1.152], [-0.615, 9.697, -1.637], [-1.441, 8.683, -0.951], [-2.530, 8.346, -1.393], [-1.517, 7.349, 0.779], [0.700, 8.037, 1.682], [1.192, 10.809, -1.642], [-1.025, 10.121, -2.546], [-3.037, -4.856, 1.903], [-3.436, -4.957, 3.175], [-4.491, -5.909, 3.574], [-4.858, -6.001, 4.737], [-5.088, -6.746, 2.514], [-4.690, -6.645, 1.242], [-3.634, -5.693, 0.843], [-3.268, -5.602, -0.321], [-2.265, -4.163, 1.593], [-3.007, -4.351, 3.964], [-5.860, -7.439, 2.823], [-5.118, -7.251, 0.453], [-9.872, -6.807, 7.731], [-9.762, -7.674, 6.720], [-8.443, -8.166, 6.274], [-8.341, -8.958, 5.347], [-7.253, -7.665, 6.990], [-7.364, -6.798, 8.001], [-8.682, -6.306, 8.447], [-8.785, -5.514, 9.373], [-10.832, -6.435, 8.070], [-10.625, -8.051, 6.185], [-6.294, -8.037, 6.651], [-6.500, -6.420, 8.535]],
  "e_homo_ev": -10.3,
  "mol_weight_g_mol": 844.8,
  "energy_ha": -2984.4234,
  "total_charge": 1
}

[3]
{
  "formula": "C23H23AsI2LiS2",
  "method": "ωB97M-V with the def2-TZVPD basis set",
  "symbols": ["Li", "C", "C", "S", "C", "C", "S", "H", "H", "H", "H", "H", "H", "I", "C", "I", "H", "H", "C", "C", "C", "C", "C", "C", "As", "C", "C", "C", "C", "C", "C", "C", "C", "C", "C", "C", "C", "H", "H", "H", "H", "H", "H", "H", "H", "H", "H", "H", "H", "H", "H", "H"],
  "positions_angstrom": [[0.853, -0.478, -0.341], [0.894, -3.295, 3.277], [0.945, -2.670, 1.898], [-0.109, -1.355, 1.648], [1.815, -3.177, 0.938], [2.705, -4.365, 1.234], [2.004, -2.541, -0.631], [0.188, -2.750, 3.896], [1.876, -3.260, 3.757], [0.576, -4.340, 3.226], [2.513, -4.832, 2.199], [3.747, -4.044, 1.201], [2.575, -5.112, 0.451], [0.739, 1.128, -2.596], [2.447, 2.263, -0.861], [2.213, 1.882, 1.206], [2.335, 3.321, -1.072], [3.378, 1.838, -1.216], [-5.288, 2.539, -2.907], [-5.646, 2.162, -1.622], [-4.678, 2.021, -0.636], [-3.334, 2.265, -0.912], [-2.986, 2.617, -2.215], [-3.950, 2.759, -3.201], [-1.904, 1.914, 0.405], [-1.178, 3.740, 0.577], [-0.513, 4.295, -0.516], [0.106, 5.531, -0.428], [0.084, 6.238, 0.766], [-0.538, 5.680, 1.872], [-1.154, 4.440, 1.781], [-3.048, 1.893, 2.000], [-3.904, 2.947, 2.325], [-4.704, 2.886, 3.455], [-4.675, 1.762, 4.271], [-3.837, 0.705, 3.950], [-3.028, 0.772, 2.822], [-6.042, 2.641, -3.678], [-6.685, 1.966, -1.386], [-4.982, 1.715, 0.356], [-1.946, 2.756, -2.479], [-3.649, 3.023, -4.207], [-0.448, 3.739, -1.443], [0.621, 5.934, -1.291], [0.568, 7.204, 0.838], [-0.532, 6.209, 2.818], [-1.605, 4.015, 2.667], [-3.949, 3.823, 1.689], [-5.350, 3.720, 3.706], [-5.305, 1.713, 5.150], [-3.812, -0.175, 4.580], [-2.361, -0.047, 2.588]],
  "e_homo_ev": [-4.3, -3.4],
  "mol_weight_g_mol": 699.2,
  "energy_ha": -4525.3773,
  "total_charge": -1
}

[4]
{
  "formula": "C14H23AuN4O",
  "method": "ωB97M-V with the def2-TZVPD basis set",
  "symbols": ["Au", "C", "C", "N", "H", "H", "H", "O", "C", "C", "N", "C", "C", "N", "C", "C", "H", "H", "H", "H", "H", "H", "H", "H", "H", "H", "H", "H", "H", "N", "C", "C", "C", "C", "C", "C", "H", "H", "H", "H", "H", "H", "H"],
  "positions_angstrom": [[0.620, 0.878, 0.044], [5.045, 1.780, -0.005], [3.723, 1.191, 0.006], [2.663, 0.763, 0.030], [5.694, 1.240, -0.693], [5.462, 1.752, 1.001], [4.946, 2.816, -0.331], [0.963, 2.732, -0.018], [0.942, -3.541, -1.187], [0.970, -1.997, -1.178], [0.413, -1.464, 0.086], [-0.980, -1.935, 0.232], [-1.050, -3.479, 0.256], [0.350, -3.996, 0.116], [1.192, -3.519, 1.264], [1.213, -1.976, 1.223], [1.937, -3.975, -1.262], [0.324, -3.943, -1.987], [0.393, -1.592, -2.007], [1.990, -1.631, -1.280], [-1.564, -1.555, -0.605], [-1.389, -1.526, 1.155], [-1.633, -3.881, -0.569], [-1.453, -3.864, 1.190], [0.326, -5.016, 0.127], [2.182, -3.953, 1.144], [0.749, -3.907, 2.179], [2.231, -1.610, 1.112], [0.811, -1.557, 2.143], [-1.439, 1.309, 0.118], [-2.086, 2.634, -0.080], [-1.577, 3.788, 0.481], [-2.303, 4.962, 0.315], [-3.501, 4.969, -0.381], [-4.002, 3.792, -0.921], [-3.294, 2.612, -0.764], [-1.869, 0.711, -0.585], [-1.767, 0.966, 1.020], [-0.640, 3.770, 1.013], [-1.919, 5.879, 0.739], [-4.050, 5.893, -0.503], [-4.940, 3.788, -1.458], [-3.684, 1.689, -1.181]],
  "e_homo_ev": -13.9,
  "mol_weight_g_mol": 460.3,
  "energy_ha": -976.5101,
  "total_charge": 2
}

[5]
{
  "formula": "C12H33GaO2P",
  "method": "ωB97M-V with the def2-TZVPD basis set",
  "symbols": ["O", "P", "O", "Ga", "H", "H", "H", "H", "H", "C", "C", "C", "C", "C", "C", "H", "H", "H", "H", "H", "H", "H", "H", "H", "H", "H", "H", "H", "H", "C", "C", "C", "C", "C", "C", "H", "H", "H", "H", "H", "H", "H", "H", "H", "H", "H", "H", "H", "H"],
  "positions_angstrom": [[2.039, 1.901, 0.901], [1.428, 3.112, 1.896], [2.239, 4.479, 1.346], [-0.706, 3.361, 0.851], [1.656, 1.966, 0.016], [1.914, 4.759, 0.480], [-1.237, 4.871, 0.911], [-0.410, 2.940, -0.698], [-1.697, 2.329, 1.579], [0.082, -1.024, 1.263], [0.074, -0.472, 2.683], [1.398, -0.658, 3.420], [1.821, -2.114, 3.626], [0.804, -2.982, 4.367], [0.497, -2.486, 5.776], [0.235, -2.107, 1.242], [-0.865, -0.812, 0.764], [0.878, -0.552, 0.684], [-0.748, -0.922, 3.251], [-0.144, 0.597, 2.636], [1.340, -0.149, 4.387], [2.178, -0.137, 2.859], [2.767, -2.130, 4.180], [2.033, -2.573, 2.656], [1.184, -4.007, 4.420], [-0.125, -3.032, 3.790], [1.408, -2.437, 6.377], [-0.206, -3.148, 6.286], [0.058, -1.488, 5.759], [-0.234, -0.814, -5.976], [-1.066, 0.352, -5.454], [-0.412, 1.096, -4.291], [-0.159, 0.246, -3.044], [-1.404, -0.427, -2.465], [-2.474, 0.571, -2.034], [-0.085, -1.573, -5.207], [-0.716, -1.299, -6.828], [0.753, -0.473, -6.299], [-2.052, -0.013, -5.150], [-1.245, 1.060, -6.268], [-1.032, 1.953, -4.021], [0.544, 1.512, -4.628], [0.270, 0.894, -2.275], [0.594, -0.517, -3.262], [-1.094, -1.016, -1.598], [-1.820, -1.142, -3.184], [-2.051, 1.287, -1.327], [-3.316, 0.066, -1.558], [-2.864, 1.135, -2.884]],
  "e_homo_ev": -3.6,
  "mol_weight_g_mol": 310.1,
  "energy_ha": -2893.6778,
  "total_charge": -1
}

[6]
{
  "formula": "C2H6N4",
  "method": "ωB97M-V with the def2-TZVPD basis set",
  "symbols": ["H", "N", "C", "N", "N", "N", "C", "H", "H", "H", "H", "H"],
  "positions_angstrom": [[0.960, -1.421, -0.693], [1.375, -0.462, -0.768], [0.514, 0.460, -0.502], [0.785, 1.780, -0.507], [-0.929, 0.288, -0.342], [-1.366, -0.913, 0.085], [-0.803, -1.435, 1.074], [0.238, 2.339, 0.126], [1.775, 1.993, -0.471], [-1.556, 0.767, -1.005], [0.299, -1.153, 1.386], [-1.291, -2.243, 1.616]],
  "smiles": "[H]/N=C(/N)NN=C",
  "e_homo_ev": -9.0,
  "mol_weight_g_mol": 86.1,
  "energy_ha": -298.7683
}

[7]
{
  "formula": "C4H9N3O2",
  "method": "ωB97M-V with the def2-TZVPD basis set",
  "symbols": ["C", "N", "C", "N", "O", "H", "H", "H", "H", "H", "H", "N", "C", "C", "O", "H", "H", "H"],
  "positions_angstrom": [[1.414, -0.533, 1.020], [0.197, -1.061, 1.595], [-1.024, -0.761, 1.090], [-2.081, -1.231, 1.823], [-1.194, -0.111, 0.071], [2.245, -1.179, 1.293], [1.314, -0.525, -0.064], [1.618, 0.486, 1.361], [0.254, -1.434, 2.528], [-2.981, -1.176, 1.377], [-1.952, -1.977, 2.484], [1.536, -0.418, -2.694], [0.932, 0.543, -2.557], [0.169, 1.754, -2.312], [0.097, 2.070, -0.949], [-0.832, 1.620, -2.755], [0.669, 2.591, -2.814], [-0.380, 1.342, -0.497]],
  "smiles": "CNC(N)=O.N#CCO",
  "e_homo_ev": -10.0,
  "mol_weight_g_mol": 131.1,
  "energy_ha": -472.5828
}